#i
Entry from the OMol25 dataset: C7H14O as an isolated structure (the ωB97M-V functional and the def2-TZVPD basis).

LUMO level: 0.255 eV
E_HOMO: -8.18 eV
gap between HOMO and LUMO: 8.433 eV

Each line ends with the Löwdin charge.
Cartesian coordinates (Å):
1 C 3.09 0.07 -0.56  -0.1016
2 C 1.98 0.53 -1.60  -0.2514
3 C 0.60 0.13 -1.19  -0.1162
4 C 0.05 0.81 -0.13  -0.1501
5 C -1.13 0.32 0.51  -0.1254
6 C -2.14 -0.27 -0.32  -0.1848
7 C -3.49 -0.60 0.42  -0.0628
8 H 3.13 0.69 0.33  0.0639
9 H 2.99 -0.97 -0.29  0.0669
10 H 4.03 0.17 -1.12  0.0636
11 H 2.24 -0.19 -2.40  0.1002
12 H 2.13 1.59 -1.82  0.1077
13 H 0.17 -0.75 -1.64  0.1044
14 H 0.66 1.65 0.20  0.1141
15 H -1.31 -0.97 0.32  0.1783
16 H -2.09 0.06 -1.35  0.1125
17 H -3.57 0.24 1.09  0.0620
18 H -3.32 -1.56 0.91  0.0800
19 H -4.25 -0.63 -0.35  0.0686
20 H 0.16 0.20 3.72  0.0154
21 H -0.15 -0.06 2.21  -0.0395
22 O 0.18 -0.48 3.04  -0.1058

***

#ii
Entry from the OMol25 dataset: an isolated molecule of C7H14O (the ωB97M-V functional and the def2-TZVPD basis).

LUMO level: 1.012 eV
E_HOMO: -9.35 eV
gap between HOMO and LUMO: 10.364 eV
SMILES: CCCC/C=C/CO

Each line ends with the Löwdin charge.
Cartesian coordinates (Å):
1 C 0.73 -0.75 2.91  -0.1227
2 C 0.87 0.40 1.97  -0.2628
3 C 1.49 0.02 0.59  -0.2244
4 C 0.65 -0.89 -0.32  -0.2091
5 C -2.02 0.67 -2.63  -0.2555
6 O -1.97 1.96 -2.00  -0.0859
7 C -1.11 -0.36 -2.06  -0.0814
8 C -0.59 -0.24 -0.83  -0.1040
9 H 1.58 -1.45 2.88  0.0741
10 H 0.74 -0.48 3.97  0.0691
11 H -0.10 -1.41 2.67  0.0741
12 H -0.10 0.76 1.64  0.0842
13 H 1.46 1.25 2.32  0.1050
14 H 2.46 -0.45 0.76  0.1051
15 H 1.72 0.97 0.09  0.1078
16 H 0.50 -1.87 0.15  0.1121
17 H 1.35 -1.11 -1.13  0.1126
18 H -1.73 0.81 -3.68  0.1134
19 H -3.11 0.54 -2.59  0.1225
20 H -1.09 2.17 -1.72  0.0591
21 H -0.81 -1.15 -2.73  0.1079
22 H -0.93 0.61 -0.25  0.0988

***

#iii
Entry from the OMol25 dataset: a 2-piece molecular cluster, C7H14O overall (the ωB97M-V functional and the def2-TZVPD basis).

LUMO level: 0.849 eV
E_HOMO: -8.96 eV
gap between HOMO and LUMO: 9.808 eV
SMILES: C=C(C)C/C=C/C.O

Each line ends with the Löwdin charge.
Cartesian coordinates (Å):
1 C 0.28 3.36 -0.63  -0.0819
2 C -0.13 1.94 -0.43  -0.3540
3 C -1.31 1.42 -0.04  0.0724
4 C 1.02 0.95 -0.52  -0.2224
5 C 1.04 -0.06 0.52  -0.1912
6 C 1.02 -1.39 0.35  -0.1428
7 C 0.92 -2.45 1.47  -0.1046
8 H -0.57 3.96 -0.93  0.0655
9 H 0.35 3.83 0.40  0.1040
10 H 1.23 3.59 -1.22  0.1000
11 H -2.14 2.00 0.16  0.0443
12 H -1.45 0.46 0.08  -0.0055
13 H 1.99 1.58 -0.32  0.1404
14 H 1.07 0.53 -1.63  0.1619
15 H 0.90 0.42 1.49  0.1309
16 H 0.82 -2.02 -0.58  0.1151
17 H 1.74 -2.43 2.17  0.0612
18 H 0.77 -3.51 1.03  0.1025
19 H 0.16 -2.27 2.08  0.0094
20 H -2.06 -2.05 -0.47  -0.0398
21 H -1.80 -3.28 -1.47  0.0904
22 O -2.26 -2.93 -0.63  -0.0559

***

#iv
Entry from the OMol25 dataset: a 2-piece molecular cluster, C7H14O overall (the ωB97M-V functional and the def2-TZVPD basis).

LUMO level (spin up / spin down): -0.578 / -0.578 eV
E_HOMO (spin up / spin down): -7.01 / -7.01 eV
gap between HOMO and LUMO (spin up / spin down): 6.427 / 6.428 eV

Each line ends with the Löwdin charge.
Cartesian coordinates (Å):
1 C -0.04 0.60 0.35  -0.2207
2 C -0.55 -0.45 -0.45  -0.0371
3 C 0.18 1.23 -3.31  -0.3208
4 C 1.43 0.84 0.54  -0.0426
5 C 0.35 -1.70 1.88  -0.0548
6 C -0.66 -0.75 1.30  -0.3129
7 C -1.85 -0.53 1.90  0.1148
8 O -0.26 0.90 -2.06  -0.3607
9 H -0.69 1.45 0.51  0.1413
10 H 0.15 -1.17 -0.86  0.1293
11 H -1.56 -0.46 -0.80  0.1179
12 H 0.85 2.12 -3.29  0.0534
13 H 0.76 0.43 -3.81  0.0535
14 H -0.64 1.50 -4.00  0.0488
15 H 1.65 1.22 1.54  0.0874
16 H 1.72 1.57 -0.21  0.0951
17 H 2.01 -0.06 0.36  0.0878
18 H -0.12 -2.37 2.60  0.0830
19 H 0.82 -2.31 1.11  0.0858
20 H 1.14 -1.17 2.41  0.0831
21 H -2.57 0.16 1.48  0.0879
22 H -2.13 -1.03 2.81  0.0804

***

Short version: #iv is the least stable of them.

***

#i
Entry from the OMol25 dataset: C5H6OS as an isolated structure (the ωB97M-V functional and the def2-TZVPD basis).

LUMO level: -0.053 eV
E_HOMO: -8.39 eV
gap between HOMO and LUMO: 8.340 eV

Each line ends with the Löwdin charge.
Cartesian coordinates (Å):
1 C -1.20 0.48 -0.20  -0.6945
2 C 0.17 0.85 0.37  -0.2421
3 C 0.89 0.33 -0.88  -0.2259
4 C -0.61 -0.98 -0.19  -0.3135
5 C 0.02 -0.52 1.06  -0.1228
6 H 0.61 1.94 0.66  0.2000
7 H 1.86 0.09 -0.41  0.1295
8 H 0.85 0.76 -1.84  0.1350
9 H -1.24 -1.81 -0.02  0.1427
10 H 1.10 -0.96 1.08  0.1406
11 H -0.47 -0.73 2.21  0.2009
12 O 0.40 -0.92 -1.13  -0.0553
13 S -2.39 1.47 -0.71  0.7055

***

#ii
Entry from the OMol25 dataset: an isolated molecule of C5H6OS (the ωB97M-V functional and the def2-TZVPD basis).

LUMO level: -1.456 eV
E_HOMO: -8.93 eV
gap between HOMO and LUMO: 7.471 eV
SMILES: C/C=C\C(=O)C=S

Each line ends with the Löwdin charge.
Cartesian coordinates (Å):
1 C -0.67 2.02 0.22  -0.1439
2 C 0.19 0.97 0.82  -0.1351
3 C 0.34 -0.36 0.46  -0.1167
4 C -0.11 -0.98 -0.71  -0.5401
5 C 0.48 -2.40 -0.84  -0.5142
6 H -1.27 2.57 1.15  0.1238
7 H -1.38 1.72 -0.71  0.1150
8 H -0.16 3.07 -0.17  0.1179
9 H 0.68 1.15 1.87  0.1339
10 H 0.90 -1.10 1.15  0.0716
11 H 0.76 -2.74 -1.97  0.1196
12 O -0.50 -0.47 -1.72  0.0880
13 S 0.73 -3.44 0.45  0.6800

***

Short version: #i is the least stable of them.

***

#i
Entry from the OMol25 dataset: an isolated molecule of C5H6OS (the ωB97M-V functional and the def2-TZVPD basis).

LUMO level: -0.259 eV
E_HOMO: -8.72 eV
gap between HOMO and LUMO: 8.461 eV
SMILES: O[C@H]1C=CCC1=S

Each line ends with the Löwdin charge.
Cartesian coordinates (Å):
1 C 0.68 0.05 0.63  -0.3925
2 C 0.86 1.07 -0.45  -0.0006
3 C -0.32 0.93 -1.15  -0.0798
4 C -1.25 -0.15 -0.64  -0.2149
5 C -0.31 -0.93 0.26  -0.7674
6 H 1.72 -1.23 1.97  0.1618
7 H 0.48 0.55 1.49  0.1187
8 H 1.50 2.01 -0.33  0.1417
9 H -0.91 1.68 -1.89  0.1523
10 H -1.51 -0.73 -1.45  0.0720
11 H -2.28 0.00 -0.10  0.1680
12 O 1.91 -0.82 0.96  -0.1678
13 S -0.55 -2.43 0.71  0.8084

***

#ii
Entry from the OMol25 dataset: an isolated molecule of C5H6OS (the ωB97M-V functional and the def2-TZVPD basis).

LUMO level: 0.944 eV
E_HOMO: -9.00 eV
gap between HOMO and LUMO: 9.948 eV

Each line ends with the Löwdin charge.
Cartesian coordinates (Å):
1 C -0.37 -0.24 -0.56  -0.6358
2 C 0.42 0.93 -0.08  -0.3355
3 C 0.58 -0.84 0.40  -0.2837
4 C 1.96 -0.67 -0.19  -0.0382
5 C 1.80 0.51 -0.62  -0.0540
6 H -1.59 0.67 0.84  -0.0824
7 H -0.26 -0.77 -1.49  0.1065
8 H 0.10 1.98 -0.13  0.1518
9 H 0.16 -1.76 1.00  0.1799
10 H 2.93 -1.36 -0.13  0.1619
11 H 2.55 1.25 -1.07  0.1407
12 O 0.41 0.40 1.27  -0.0977
13 S -2.09 -0.08 -0.18  0.7866

***

#iii
Entry from the OMol25 dataset: C5H6OS as an isolated structure (the ωB97M-V functional and the def2-TZVPD basis).

LUMO level: 0.972 eV
E_HOMO: -9.18 eV
gap between HOMO and LUMO: 10.155 eV

Each line ends with the Löwdin charge.
Cartesian coordinates (Å):
1 C 0.88 -0.11 -0.46  -0.5626
2 C -0.07 -0.94 0.46  -0.2540
3 C -0.05 0.96 0.17  -0.3083
4 C -1.36 0.58 -0.49  -0.0216
5 C -1.42 -0.73 -0.23  -0.0053
6 H 2.53 0.58 1.07  -0.1182
7 H 0.72 -0.32 -1.49  0.0860
8 H 0.19 -1.91 0.92  0.1527
9 H 0.23 2.02 0.27  0.1544
10 H -2.07 1.23 -0.96  0.1038
11 H -2.12 -1.47 -0.55  0.0989
12 O -0.09 0.21 1.40  -0.0830
13 S 2.64 -0.08 -0.11  0.7571

***

#iv
Entry from the OMol25 dataset: an isolated molecule of C5H6OS (the ωB97M-V functional and the def2-TZVPD basis).

LUMO level: -0.553 eV
E_HOMO: -8.55 eV
gap between HOMO and LUMO: 7.997 eV
SMILES: CC(=S)C(C)=C=O

Each line ends with the Löwdin charge.
Cartesian coordinates (Å):
1 C 0.28 0.87 -0.02  -0.1990
2 C 0.94 -0.73 -0.01  -0.5099
3 C 1.33 1.64 0.01  -0.1842
4 C -0.20 -1.69 0.05  -0.2174
5 C -1.15 1.25 -0.06  -0.0703
6 O 2.33 2.22 0.04  0.2127
7 S 2.46 -1.74 -0.02  0.5272
8 H -1.19 -1.24 0.02  0.0427
9 H -0.12 -2.28 0.97  0.0795
10 H -0.12 -2.39 -0.78  0.0739
11 H -1.26 2.11 -0.71  0.0893
12 H -1.51 1.52 0.94  0.0902
13 H -1.78 0.46 -0.44  0.0655

***

Short version: #ii is the least stable of them.

***

#i
Entry from the OMol25 dataset: C5H6OS as an isolated structure (the ωB97M-V functional and the def2-TZVPD basis).

LUMO level: 0.548 eV
E_HOMO: -8.46 eV
gap between HOMO and LUMO: 9.005 eV

Each line ends with the Löwdin charge.
Cartesian coordinates (Å):
1 C -0.34 -0.93 0.14  -0.5100
2 C 0.54 -0.22 1.05  -0.4414
3 C 0.53 -0.32 -0.96  -0.5819
4 C 0.30 1.28 -0.68  -0.1291
5 C 0.20 1.33 0.63  -0.1198
6 H -2.26 -1.48 -0.05  0.2150
7 H -0.38 -2.01 0.22  0.1392
8 H 0.26 -0.52 2.15  0.1540
9 H 0.43 -0.59 -2.12  0.1571
10 H -0.02 2.19 -1.36  0.1427
11 H 0.50 2.32 1.18  0.1354
12 O -1.69 -0.48 -0.13  -0.1080
13 S 1.95 -0.57 -0.07  0.9467

***

#ii
Entry from the OMol25 dataset: an isolated molecule of C5H6OS (the ωB97M-V functional and the def2-TZVPD basis).

LUMO level: -0.706 eV
E_HOMO: -8.54 eV
gap between HOMO and LUMO: 7.830 eV
SMILES: S=CC1=CCCO1

Each line ends with the Löwdin charge.
Cartesian coordinates (Å):
1 C 2.16 0.66 0.02  -0.5801
2 C 0.81 0.28 -0.05  -0.4013
3 C -0.31 1.04 -0.01  -0.0084
4 C -1.45 0.14 -0.03  -0.1554
5 C -0.82 -1.28 0.01  -0.1411
6 H 2.29 1.70 0.06  0.0434
7 H -0.38 2.13 -0.02  0.1293
8 H -2.12 0.26 0.80  0.1088
9 H -1.99 0.34 -0.95  0.1142
10 H -1.13 -2.01 -0.77  0.1268
11 H -1.01 -1.74 1.02  0.1311
12 O 0.58 -1.10 -0.06  -0.1038
13 S 3.37 -0.43 -0.02  0.7365

***

Short version: #i is the least stable of them.